{"formula": "C61H139N9O9", "method": "the ωB97M-V functional and the def2-TZVPD basis", "smiles": "CC1(C)CCCC(C)(C)N1O.CC1(C)CCCC(C)(C)N1O.CC1(C)CCCC(C)(C)N1O.CC1(C)CCCC(C)(C)N1O.CC1(C)CCCC(C)(C)N1O.COC[C@H](C)N.COC[C@H](C)N.COC[C@H](C)N.COC[C@H](C)N", "lumo_energy_ev": 0.405, "gap_ev": 8.28, "symbols": ["C", "C", "C", "C", "C", "C", "N", "O", "C", "C", "C", "H", "H", "H", "H", "H", "H", "H", "H", "H", "H", "H", "H", "H", "H", "H", "H", "H", "H", "H", "C", "C", "C", "C", "C", "C", "N", "O", "C", "C", "C", "H", "H", "H", "H", "H", "H", "H", "H", "H", "H", "H", "H", "H", "H", "H", "H", "H", "H", "H", "C", "C", "C", "C", "C", "C", "N", "O", "C", "C", "C", "H", "H", "H", "H", "H", "H", "H", "H", "H", "H", "H", "H", "H", "H", "H", "H", "H", "H", "H", "C", "C", "C", "C", "C", "C", "N", "O", "C", "C", "C", "H", "H", "H", "H", "H", "H", "H", "H", "H", "H", "H", "H", "H", "H", "H", "H", "H", "H", "H", "C", "C", "C", "C", "C", "C", "N", "O", "C", "C", "C", "H", "H", "H", "H", "H", "H", "H", "H", "H", "H", "H", "H", "H", "H", "H", "H", "H", "H", "H", "C", "C", "C", "O", "C", "N", "H", "H", "H", "H", "H", "H", "H", "H", "H", "H", "H", "C", "C", "C", "O", "C", "N", "H", "H", "H", "H", "H", "H", "H", "H", "H", "H", "H", "C", "C", "C", "O", "C", "N", "H", "H", "H", "H", "H", "H", "H", "H", "H", "H", "H", "C", "C", "C", "O", "C", "N", "H", "H", "H", "H", "H", "H", "H", "H", "H", "H", "H"], "positions_angstrom": [[-9.975, 3.715, 17.336], [-8.603, 3.174, 17.850], [-8.482, 2.843, 19.343], [-9.066, 1.524, 19.886], [-8.387, 0.443, 19.001], [-8.623, 0.611, 17.458], [-8.199, 2.017, 17.016], [-8.171, 2.238, 15.629], [-7.723, -0.391, 16.616], [-10.151, 0.346, 17.305], [-7.663, 4.293, 17.609], [-10.225, 3.403, 16.322], [-10.089, 4.798, 17.296], [-10.826, 3.384, 17.931], [-7.459, 2.957, 19.703], [-9.117, 3.589, 19.820], [-10.154, 1.448, 19.902], [-8.762, 1.489, 20.932], [-8.749, -0.508, 19.392], [-7.313, 0.446, 19.188], [-7.797, -0.247, 15.538], [-6.668, -0.427, 16.890], [-7.904, -1.427, 16.905], [-10.877, 1.043, 17.724], [-10.325, 0.395, 16.230], [-10.451, -0.590, 17.778], [-7.852, 5.066, 18.353], [-7.855, 4.685, 16.610], [-6.644, 3.937, 17.764], [-7.276, 2.013, 15.364], [1.260, 3.521, 17.665], [1.497, 4.038, 19.082], [0.058, 4.240, 19.673], [0.008, 4.241, 21.252], [0.848, 3.088, 21.874], [2.302, 2.865, 21.346], [2.260, 2.960, 19.825], [3.434, 2.414, 19.107], [3.385, 3.838, 21.979], [2.525, 1.399, 21.710], [2.288, 5.370, 18.998], [2.138, 3.798, 17.081], [0.315, 3.895, 17.271], [1.098, 2.463, 17.459], [-0.186, 5.237, 19.305], [-0.698, 3.564, 19.273], [-0.997, 4.349, 21.659], [0.369, 5.181, 21.669], [0.217, 2.210, 22.015], [0.891, 3.309, 22.941], [4.179, 4.021, 21.255], [2.937, 4.773, 22.314], [3.919, 3.360, 22.800], [3.600, 1.224, 21.754], [2.054, 1.068, 22.636], [2.023, 0.707, 21.034], [3.187, 5.186, 18.410], [2.865, 5.692, 19.864], [1.706, 6.204, 18.604], [3.041, 1.627, 18.722], [-2.440, 14.581, 19.405], [-2.030, 14.553, 17.946], [-1.651, 13.141, 17.538], [-2.756, 12.111, 17.429], [-3.809, 12.685, 16.371], [-4.271, 14.131, 16.623], [-3.150, 15.053, 17.079], [-3.463, 16.319, 17.319], [-4.719, 14.615, 15.275], [-5.463, 14.148, 17.628], [-0.796, 15.575, 17.565], [-2.481, 15.636, 19.678], [-1.556, 14.264, 19.959], [-3.380, 14.045, 19.533], [-1.164, 13.216, 16.566], [-0.850, 12.867, 18.224], [-3.178, 11.861, 18.402], [-2.245, 11.221, 17.061], [-4.739, 12.137, 16.222], [-3.354, 12.660, 15.380], [-5.381, 15.468, 15.422], [-3.902, 14.669, 14.556], [-5.431, 13.942, 14.796], [-5.133, 13.618, 18.521], [-5.685, 15.180, 17.900], [-6.366, 13.669, 17.250], [-0.747, 15.908, 16.528], [0.237, 15.303, 17.783], [-1.050, 16.444, 18.171], [-3.143, 16.728, 16.511], [0.139, 8.951, 14.369], [0.559, 10.263, 13.719], [0.383, 11.328, 14.826], [1.074, 12.689, 14.638], [2.455, 12.294, 14.491], [2.910, 11.352, 13.288], [2.043, 10.181, 13.426], [2.421, 9.053, 12.687], [2.781, 12.095, 11.951], [4.373, 11.015, 13.524], [-0.220, 10.625, 12.478], [0.163, 8.119, 13.665], [-0.909, 9.064, 14.649], [0.559, 8.751, 15.355], [-0.652, 11.372, 15.164], [0.783, 10.838, 15.714], [1.025, 13.225, 15.586], [0.722, 13.502, 14.004], [2.945, 12.022, 15.426], [2.892, 13.274, 14.300], [1.713, 12.234, 11.785], [3.273, 13.062, 11.846], [3.028, 11.441, 11.115], [4.735, 10.190, 12.912], [5.095, 11.804, 13.311], [4.579, 10.618, 14.518], [0.244, 10.357, 11.528], [-0.494, 11.679, 12.443], [-1.149, 10.056, 12.508], [2.838, 8.540, 13.383], [-5.079, 8.382, 24.910], [-3.745, 7.618, 24.482], [-3.545, 6.328, 25.387], [-4.221, 5.078, 24.792], [-3.898, 4.888, 23.349], [-4.216, 6.091, 22.438], [-3.595, 7.272, 23.041], [-3.847, 8.423, 22.262], [-3.542, 5.918, 21.050], [-5.779, 6.198, 22.355], [-2.551, 8.448, 24.936], [-5.524, 8.072, 25.856], [-5.899, 8.065, 24.266], [-5.118, 9.471, 24.905], [-2.557, 6.231, 25.838], [-4.245, 6.469, 26.210], [-5.294, 5.234, 24.896], [-4.139, 4.191, 25.420], [-4.566, 4.113, 22.972], [-2.876, 4.512, 23.296], [-2.475, 5.761, 21.207], [-3.859, 5.010, 20.536], [-3.763, 6.779, 20.420], [-6.088, 7.197, 22.047], [-6.426, 5.421, 21.947], [-6.270, 6.128, 23.325], [-2.812, 9.040, 25.813], [-2.313, 9.178, 24.163], [-1.611, 7.896, 24.961], [-2.974, 8.669, 21.946], [0.501, 9.669, 21.963], [1.965, 9.571, 21.934], [2.758, 9.107, 20.678], [2.341, 9.888, 19.523], [2.859, 9.525, 18.330], [2.475, 10.844, 22.422], [-0.026, 8.814, 21.540], [0.288, 10.554, 21.363], [0.034, 10.110, 22.843], [2.244, 8.771, 22.620], [2.651, 8.033, 20.527], [3.833, 9.125, 20.858], [2.836, 8.459, 18.103], [3.893, 9.823, 18.158], [2.343, 9.968, 17.479], [3.484, 10.871, 22.397], [2.044, 11.587, 21.891], [-4.219, 6.441, 17.337], [-2.881, 6.704, 16.552], [-1.728, 6.609, 17.514], [-1.607, 7.222, 18.800], [-1.855, 8.598, 18.630], [-2.733, 5.626, 15.579], [-5.067, 6.271, 16.673], [-4.479, 7.323, 17.922], [-4.239, 5.533, 17.939], [-2.892, 7.625, 15.970], [-0.805, 6.797, 16.964], [-1.561, 5.568, 17.791], [-2.911, 8.811, 18.464], [-1.229, 8.990, 17.827], [-1.630, 9.164, 19.533], [-3.628, 5.346, 15.203], [-2.226, 4.847, 15.973], [-10.227, 7.137, 14.615], [-9.254, 8.312, 14.657], [-8.351, 8.368, 15.917], [-7.611, 9.555, 15.910], [-6.822, 9.692, 17.116], [-8.435, 8.205, 13.433], [-10.740, 6.908, 13.681], [-10.949, 7.228, 15.426], [-9.661, 6.249, 14.895], [-9.779, 9.264, 14.738], [-7.673, 7.522, 15.808], [-8.872, 8.238, 16.866], [-6.498, 10.702, 17.369], [-5.906, 9.110, 17.022], [-7.315, 9.451, 18.058], [-7.745, 7.469, 13.473], [-7.903, 9.040, 13.633], [-6.746, 4.410, 11.689], [-6.384, 3.933, 13.126], [-5.146, 3.056, 13.322], [-5.334, 2.262, 14.542], [-5.007, 0.884, 14.389], [-6.491, 5.077, 14.055], [-6.807, 3.465, 11.149], [-6.010, 5.112, 11.297], [-7.704, 4.900, 11.866], [-7.186, 3.212, 13.286], [-4.210, 3.609, 13.404], [-5.179, 2.414, 12.442], [-5.184, 0.143, 15.169], [-3.950, 1.010, 14.155], [-5.543, 0.598, 13.484], [-6.402, 4.718, 14.995], [-7.358, 5.584, 13.951]], "mulliken_charge": [-1.850, 2.634, -1.516, -0.830, -1.275, 1.347, 0.374, -0.357, -1.887, -1.730, -2.336, 0.382, 0.423, 0.422, 0.458, 0.428, 0.381, 0.446, 0.493, 0.414, 0.441, 0.261, 0.459, 0.342, 0.401, 0.366, 0.533, -0.184, 0.695, 0.256, -1.574, 1.849, -0.260, -0.105, -1.991, 1.864, 0.336, -0.467, -1.683, -2.048, -1.446, 0.347, 0.017, 0.473, -0.702, 0.704, 0.058, 0.130, 0.527, 0.627, 0.386, 0.239, 0.460, 0.428, 0.408, 0.429, 0.521, 0.130, 0.090, 0.310, -1.529, 1.242, -0.933, -0.365, -1.485, 1.596, 0.555, -0.522, -2.057, -1.849, -1.801, 0.427, 0.395, 0.251, -0.228, 0.924, 0.495, 0.024, 0.480, 0.365, 0.475, 0.458, 0.366, 0.393, 0.393, 0.401, 0.337, 0.324, 0.482, 0.378, -2.282, 2.581, -0.372, -0.151, -1.589, 1.487, 0.753, -0.556, -1.732, -1.979, -2.038, 0.594, 0.406, 0.377, 0.075, -0.677, 0.110, 0.464, 0.212, 0.521, 0.397, 0.375, 0.360, 0.426, 0.377, 0.353, 0.311, 0.356, 0.498, 0.330, -1.646, 1.544, -1.156, -0.850, -0.849, 2.517, 0.441, -0.456, -2.125, -2.024, -2.026, 0.366, 0.381, 0.352, 0.406, 0.295, 0.318, 0.466, 0.451, 0.071, -0.167, 0.498, 0.370, 0.427, 0.315, 0.374, 0.436, 0.372, 0.458, 0.312, -1.165, 0.390, 0.024, -0.253, -0.210, -0.696, 0.126, 0.184, 0.454, 0.302, -0.332, 0.446, 0.122, 0.373, -0.239, 0.286, 0.261, -0.818, 1.033, -0.918, 0.486, -0.964, -0.614, 0.172, 0.101, 0.048, -0.120, 0.395, -0.091, 0.191, 0.203, 0.436, 0.144, 0.328, -1.200, 0.327, -0.117, -0.360, -0.585, -0.770, 0.382, 0.409, -0.043, 0.406, -0.171, 0.506, 0.133, 0.208, 0.360, 0.304, 0.388, -1.588, 0.973, -1.007, -0.162, -1.007, -0.317, 0.434, 0.342, 0.407, 0.071, 0.213, 0.519, 0.205, 0.384, 0.406, -0.051, 0.010]}